(1)
Entry from the Open Molecules 2025 dataset: a single C26H36BrN3O3 molecule (ωB97M-V with the def2-TZVPD basis set).

ORCA input file:
```
! RIJCOSX wB97M-V def2-TZVPD def2/J DEFGRID3
* xyz 0 1
C 5.304 2.986 -0.265
C 4.456 2.125 -1.186
O 4.544 0.792 -0.712
C 3.632 -0.124 -1.120
C 2.824 0.032 -2.240
C 1.931 -0.952 -2.651
C 1.015 -0.691 -3.824
N 0.020 0.323 -3.530
C -0.877 0.153 -2.475
C -1.360 -1.090 -2.081
C -2.286 -1.209 -1.063
C -2.781 -0.093 -0.386
N -3.635 -0.183 0.713
C -4.764 0.719 0.810
C -5.989 0.163 0.074
C -6.365 -1.203 0.642
C -5.159 -2.136 0.569
C -3.965 -1.478 1.269
C -2.302 1.155 -0.798
C -1.378 1.273 -1.812
C 1.837 -2.122 -1.918
C 2.613 -2.266 -0.785
Br 2.422 -3.809 0.304
C 3.514 -1.300 -0.354
O 4.213 -1.601 0.780
C 4.583 -0.563 1.666
C 3.418 0.381 1.991
O 3.596 1.564 2.201
N 2.230 -0.243 1.996
C 0.920 0.401 2.104
C -0.134 -0.687 1.920
C 0.787 1.058 3.479
C 0.791 1.448 0.995
H 5.242 4.026 -0.571
H 6.341 2.664 -0.301
H 4.938 2.885 0.754
H 4.823 2.178 -2.221
H 3.412 2.460 -1.158
H 2.905 0.935 -2.825
H 1.593 -0.339 -4.684
H 0.506 -1.612 -4.114
H 0.400 1.260 -3.546
H -1.031 -1.987 -2.581
H -2.619 -2.202 -0.806
H -4.502 1.694 0.403
H -5.003 0.845 1.872
H -6.824 0.860 0.172
H -5.747 0.066 -0.987
H -7.205 -1.625 0.088
H -6.673 -1.088 1.685
H -4.913 -2.324 -0.478
H -5.385 -3.092 1.046
H -3.084 -2.120 1.241
H -4.222 -1.315 2.323
H -2.634 2.055 -0.302
H -1.025 2.257 -2.095
H 1.161 -2.911 -2.206
H 5.415 0.030 1.276
H 4.905 -1.075 2.579
H 2.225 -1.247 1.896
H -0.033 -1.455 2.684
H -0.038 -1.149 0.938
H -1.129 -0.256 1.989
H 0.874 0.312 4.265
H 1.574 1.796 3.609
H -0.177 1.550 3.566
H 1.561 2.206 1.113
H -0.185 1.921 1.041
H 0.898 0.975 0.020
*
```

Properties
- SMILES string: CCOc1cc(CNc2ccc(N3CCCCC3)cc2)cc(Br)c1OCC(=O)NC(C)(C)C
- Orbital gap: 7.67 eV

(2)
Entry from the Open Molecules 2025 dataset: C31H47NO4P2W as an isolated structure in a non-equilibrium geometry (ωB97M-V with the def2-TZVPD basis set).

ORCA input file:
```
! RIJCOSX wB97M-V def2-TZVPD def2/J DEFGRID3
* xyz 2 3
W 1.386 -0.484 -0.643
C 2.132 1.443 -1.459
C 2.093 0.460 -2.519
C -0.087 1.030 -1.963
C 0.788 1.742 -1.092
C 0.700 0.188 -2.799
C 3.351 2.149 -0.975
H 4.248 1.557 -1.171
H 3.324 2.364 0.092
H 3.444 3.119 -1.476
C 0.290 2.702 -0.072
H 1.084 3.135 0.556
H -0.445 2.192 0.589
H -0.301 3.516 -0.519
C -1.557 1.271 -1.962
H -1.832 2.300 -2.257
H -1.962 1.162 -0.940
H -2.094 0.589 -2.629
C 0.185 -0.636 -3.931
H -0.058 0.012 -4.778
H -0.726 -1.195 -3.706
H 0.937 -1.344 -4.272
C 3.242 0.013 -3.378
H 3.377 0.660 -4.269
H 3.067 -1.019 -3.726
H 4.198 0.009 -2.828
C 3.409 -2.639 2.128
C 4.376 -2.063 1.396
C 5.032 -2.717 0.208
C 4.112 -3.126 -0.976
C 2.774 -2.414 -1.044
C 1.709 -2.877 -0.300
C 1.811 -4.047 0.672
C 2.863 -4.010 1.826
H 5.600 -3.632 0.490
H 3.985 -4.228 -0.928
H 5.797 -2.011 -0.155
H 3.644 -4.769 1.612
H 3.113 -2.214 3.109
H 4.887 -1.168 1.765
H 2.411 -4.409 2.759
H 0.825 -4.205 1.139
H 0.679 -2.773 -0.716
H 1.985 -4.991 0.117
H 4.625 -2.979 -1.946
H 2.604 -1.753 -1.943
P 0.235 0.197 1.492
P -1.354 -1.623 -0.646
C -0.327 -1.450 2.108
C -1.334 -2.151 1.184
H -0.831 -1.155 3.041
H 0.554 -2.057 2.378
H -1.259 -3.245 1.187
H -2.355 -1.894 1.500
C -3.112 -1.105 -0.759
H -3.380 -0.761 -1.760
H -3.314 -0.310 -0.038
H -3.755 -1.956 -0.508
C -1.536 -3.055 -1.837
H -1.834 -3.993 -1.339
H -0.597 -3.239 -2.390
H -2.301 -2.810 -2.609
C 0.199 1.517 2.815
H 0.938 2.301 2.617
H 0.374 1.068 3.803
H -0.788 2.002 2.807
C 2.152 0.254 1.362
H 2.854 0.078 0.445
H 2.589 -0.410 2.118
H 2.363 1.315 1.578
O -3.962 0.261 2.262
C -3.333 1.270 1.857
O -2.105 1.317 1.506
C -4.092 2.564 1.688
C -3.780 3.565 0.743
C -4.625 4.660 0.557
C -5.792 4.776 1.361
C -6.100 3.789 2.324
C -5.253 2.699 2.465
N -6.579 5.958 1.226
O -6.215 6.814 0.382
O -7.590 6.123 1.943
H -2.886 3.506 0.107
H -4.413 5.452 -0.165
H -6.989 3.915 2.948
H -5.494 1.904 3.157
*
```

Properties
- ⟨S²⟩: 2.045
- Orbital gap (alpha / beta): 5.37 / 5.08 eV
- ΔE to the lowest compared entry with this formula, charge and spin: 19.18 kcal/mol

(3)
Entry from the Open Molecules 2025 dataset: an isolated ion of composition C3H7O and charge -1 in a non-equilibrium geometry (ωB97M-V with the def2-TZVPD basis set).

ORCA input file:
```
! RIJCOSX wB97M-V def2-TZVPD def2/J DEFGRID3
* xyz -1 1
C 1.227 0.045 -0.532
C 0.054 -0.506 0.300
C -1.232 0.360 0.307
O -2.283 -0.268 0.810
H 1.363 1.110 -0.366
H 0.955 -0.086 -1.581
H 2.139 -0.510 -0.309
H -0.250 -1.481 -0.103
H 0.343 -0.676 1.335
H -0.961 1.286 0.890
H -1.356 0.726 -0.752
*
```

Properties
- SMILES string: CCC[O-]
- Orbital gap: 6.42 eV
- ΔE to the lowest compared entry with this formula, charge and spin: 9.19 kcal/mol

(4)
Entry from the Open Molecules 2025 dataset: C28H28Cl2N5O10P2V as an isolated structure in a non-equilibrium geometry (ωB97M-V with the def2-TZVPD basis set).

ORCA input file:
```
! RIJCOSX wB97M-V def2-TZVPD def2/J DEFGRID3
* xyz 1 2
V 14.779 10.106 8.788
Cl 20.464 8.144 11.460
C 19.393 8.511 10.127
C 18.653 9.666 10.192
C 17.542 9.780 9.360
N 16.595 10.717 9.324
C 16.719 12.049 9.753
O 17.674 12.618 10.334
C 15.544 12.837 9.368
C 15.353 14.165 9.720
C 14.360 14.915 9.079
C 13.628 14.191 8.055
C 13.867 12.855 7.782
N 14.670 12.129 8.544
C 17.349 8.842 8.318
C 18.335 7.875 8.049
C 19.352 7.656 8.940
Cl 20.454 6.365 8.830
N 16.055 8.920 7.806
C 15.537 7.805 7.120
O 16.138 6.832 6.751
C 14.125 7.926 6.925
C 13.399 6.827 6.376
C 12.057 6.780 6.553
C 11.396 7.755 7.259
C 12.094 8.837 7.782
N 13.457 8.910 7.640
H 18.916 10.555 10.805
H 16.033 14.551 10.464
H 14.097 15.935 9.286
H 12.801 14.681 7.571
H 13.291 12.306 7.067
H 18.281 7.355 7.127
H 14.021 6.063 5.897
H 11.399 6.116 5.992
H 10.385 7.783 7.523
H 11.691 9.539 8.496
O 10.264 7.067 12.323
C 9.263 6.981 13.363
C 8.397 5.748 13.463
C 7.612 5.437 12.212
C 6.748 6.554 11.621
C 5.803 7.295 12.429
C 5.085 8.297 11.797
C 5.444 8.740 10.518
C 6.485 8.026 9.892
N 7.112 6.968 10.399
H 9.955 7.080 11.389
H 8.683 7.920 13.318
H 9.839 7.138 14.317
H 7.789 5.745 14.389
H 9.134 4.941 13.608
H 6.926 4.590 12.443
H 8.320 5.006 11.463
H 5.585 6.903 13.443
H 4.305 8.821 12.341
H 5.015 9.610 10.035
H 6.853 8.297 8.833
C 13.012 10.512 14.410
C 13.265 9.693 13.119
O 12.909 8.376 13.193
P 15.555 9.229 13.539
O 15.573 8.429 12.148
O 16.742 11.371 14.294
O 16.074 10.666 13.041
P 12.999 10.578 11.539
O 11.451 10.104 11.291
O 13.161 12.057 11.517
O 13.831 9.849 10.482
H 11.929 10.783 14.421
H 13.689 11.377 14.441
H 13.232 9.802 15.235
H 12.106 8.052 12.757
H 14.976 8.805 11.575
H 16.096 12.090 14.549
H 10.888 10.842 11.009
*
```

Properties
- ⟨S²⟩: 0.791
- Orbital gap (alpha / beta): 4.55 / 4.35 eV
- ΔE to the lowest compared entry with this formula, charge and spin: 167.38 kcal/mol

(5)
Entry from the Open Molecules 2025 dataset: a 2-piece molecular cluster, C5H10O2 overall in a non-equilibrium geometry (ωB97M-V with the def2-TZVPD basis set).

ORCA input file:
```
! RIJCOSX wB97M-V def2-TZVPD def2/J DEFGRID3
* xyz 0 1
C 0.981 0.003 0.729
C 0.179 -0.913 0.185
C -0.348 -0.904 -1.237
C -1.440 0.150 -1.454
C -2.685 -0.164 -0.700
O -3.777 -0.268 -1.202
H 1.355 -0.212 1.722
H 1.708 0.622 0.216
H -0.049 -1.819 0.739
H -0.747 -1.917 -1.343
H 0.462 -0.685 -1.937
H -1.613 0.368 -2.506
H -1.046 1.099 -1.053
H -2.537 -0.467 0.354
O 2.891 1.519 2.258
H 2.859 1.832 3.172
H 3.806 1.759 2.058
*
```

Properties
- SMILES string: C=CCCC=O.O
- Orbital gap: 9.82 eV
- ΔE to the lowest compared entry with this formula, charge and spin: 61.17 kcal/mol

(6)
Entry from the Open Molecules 2025 dataset: C43H59Cl3GeO7P3SSiSr as an isolated structure (ωB97M-V with the def2-TZVPD basis set).

ORCA input file:
```
! RIJCOSX wB97M-V def2-TZVPD def2/J DEFGRID3
* xyz -2 2
Sr -1.089 0.818 1.116
C 5.462 -3.325 -1.020
C 4.330 -4.346 -0.927
C 4.611 -5.506 -1.881
P 2.675 -3.455 -0.910
C 1.494 -4.809 -0.384
C 0.956 -5.805 -1.403
C 2.056 -5.525 0.846
C 2.295 -3.063 -2.687
C 2.249 -4.066 -3.659
C 2.013 -3.788 -4.996
C 1.813 -2.478 -5.396
C 1.836 -1.468 -4.447
C 2.070 -1.723 -3.091
Si 1.845 -0.183 -1.978
C 1.980 1.414 -2.835
C 3.141 1.534 -3.671
C 3.581 2.709 -4.211
C 2.880 3.916 -3.941
C 1.735 3.840 -3.152
C 1.246 2.665 -2.593
P -0.349 2.679 -1.705
C -1.488 2.212 -3.121
C -2.910 1.838 -2.706
C -1.492 3.219 -4.266
C -0.701 4.480 -1.398
C 0.279 5.006 -0.348
C -2.137 4.672 -0.902
C 3.310 -0.216 -0.762
C 4.465 -0.546 -1.499
C 5.746 -0.369 -1.014
C 5.933 0.110 0.274
C 4.815 0.407 1.036
C 3.516 0.277 0.541
P 2.107 0.741 1.608
C 1.984 -0.674 2.811
C 3.271 -1.316 3.319
C 1.052 -0.294 3.969
C 2.621 2.260 2.554
C 3.588 2.213 3.736
C 3.047 3.315 1.532
H 6.421 -3.798 -0.784
H 5.309 -2.488 -0.340
H 5.535 -2.915 -2.032
H 4.347 -4.753 0.089
H 4.645 -5.168 -2.916
H 3.869 -6.302 -1.801
H 5.591 -5.939 -1.650
H 0.647 -4.223 -0.037
H 1.735 -6.477 -1.780
H 0.486 -5.297 -2.242
H 0.192 -6.426 -0.925
H 2.817 -6.263 0.576
H 1.249 -6.051 1.361
H 2.496 -4.824 1.560
H 2.373 -5.097 -3.364
H 1.976 -4.597 -5.717
H 1.629 -2.242 -6.437
H 1.652 -0.444 -4.754
H 3.716 0.641 -3.902
H 4.465 2.708 -4.841
H 3.211 4.867 -4.339
H 1.198 4.766 -2.982
H -0.995 1.297 -3.471
H -3.482 2.707 -2.380
H -2.914 1.099 -1.907
H -3.440 1.402 -3.560
H -1.993 4.146 -3.972
H -2.038 2.814 -5.125
H -0.479 3.463 -4.589
H -0.586 5.054 -2.321
H 0.158 4.457 0.590
H 0.083 6.064 -0.145
H 1.315 4.904 -0.673
H -2.399 3.959 -0.116
H -2.862 4.571 -1.709
H -2.251 5.675 -0.479
H 4.361 -0.962 -2.494
H 6.596 -0.629 -1.635
H 6.927 0.241 0.685
H 4.957 0.746 2.050
H 1.471 -1.423 2.199
H 3.864 -0.627 3.925
H 3.892 -1.668 2.495
H 3.022 -2.179 3.945
H 1.608 0.185 4.778
H 0.556 -1.178 4.374
H 0.263 0.407 3.681
H 1.648 2.573 2.947
H 4.617 2.009 3.439
H 3.296 1.477 4.483
H 3.591 3.193 4.226
H 4.029 3.085 1.111
H 3.099 4.301 2.003
H 2.342 3.372 0.702
O 0.187 -0.299 -1.608
S -0.735 -1.329 -0.847
O -0.814 -2.533 -1.616
O -0.101 -1.440 0.476
O -1.994 -0.588 -0.715
Cl -2.571 -0.642 3.204
Ge -2.800 -2.857 2.252
Cl -1.758 -3.929 3.997
Cl -4.938 -3.191 2.993
O -4.289 3.537 4.097
C -3.277 4.395 4.381
C -3.448 5.392 5.342
C -2.417 6.263 5.650
C -1.194 6.144 5.007
C -1.026 5.142 4.063
C -2.049 4.263 3.725
C -1.771 3.221 2.658
O -2.719 2.752 2.000
O -0.554 2.911 2.487
H -5.013 3.700 4.710
H -4.405 5.475 5.848
H -2.573 7.033 6.397
H -0.379 6.817 5.241
H -0.079 5.009 3.555
*
```

Properties
- ⟨S²⟩: 0.762
- Orbital gap (alpha / beta): 3.23 / 7.05 eV

(7)
Entry from the Open Molecules 2025 dataset: a 7-piece molecular cluster, C22H58O5S5 overall in a non-equilibrium geometry (ωB97M-V with the def2-TZVPD basis set).

ORCA input file:
```
! RIJCOSX wB97M-V def2-TZVPD def2/J DEFGRID3
* xyz 0 1
C -6.168 18.608 18.753
S -7.296 18.882 17.255
O -8.052 20.228 17.169
C -5.955 18.982 16.020
H -6.683 18.894 19.670
H -5.310 19.269 18.629
H -5.763 17.609 18.917
H -5.422 19.933 16.001
H -6.448 18.883 15.052
H -5.205 18.201 16.142
C -13.906 12.985 19.408
S -14.636 11.493 20.229
O -13.664 10.332 19.955
C -14.392 11.866 21.990
H -14.523 13.795 19.796
H -14.067 12.844 18.339
H -12.905 13.220 19.769
H -14.927 12.782 22.239
H -13.315 11.979 22.115
H -14.845 11.103 22.624
C -10.339 6.672 11.105
S -11.771 7.840 11.260
O -12.970 7.094 10.706
C -11.718 7.738 13.116
H -10.067 6.416 10.081
H -10.472 5.672 11.517
H -9.520 7.192 11.601
H -10.842 8.195 13.576
H -11.731 6.654 13.231
H -12.590 8.222 13.555
C -4.235 13.070 9.836
S -5.441 13.350 11.216
O -5.628 14.850 11.490
C -6.887 12.637 10.295
H -4.352 13.897 9.136
H -4.448 12.153 9.286
H -3.188 13.127 10.133
H -7.811 12.686 10.870
H -6.547 11.649 9.985
H -7.192 13.146 9.380
C -2.256 10.313 23.348
S -1.506 11.922 22.941
O -1.481 12.607 24.304
C -3.068 12.781 22.301
H -1.645 10.015 24.201
H -2.292 9.612 22.514
H -3.283 10.468 23.676
H -2.801 13.819 22.103
H -3.729 12.847 23.166
H -3.505 12.168 21.513
C 6.333 12.544 19.398
C 5.028 12.172 18.761
C 4.175 13.459 18.561
C 2.617 13.297 18.326
C 2.339 12.494 17.051
C 0.870 12.230 16.776
H 7.117 11.791 19.484
H 6.204 12.870 20.430
H 6.636 13.501 18.973
H 5.240 11.601 17.857
H 4.637 11.466 19.493
H 4.687 14.055 17.805
H 4.376 14.058 19.449
H 2.214 12.907 19.261
H 2.225 14.278 18.056
H 2.850 12.981 16.220
H 2.866 11.541 17.085
H 0.811 12.090 15.697
H 0.521 11.331 17.283
H 0.214 13.038 17.101
C -6.989 11.921 16.807
C -7.679 10.645 16.274
C -6.714 9.571 15.884
C -6.366 8.631 17.042
C -5.349 7.603 16.865
C -5.405 6.514 15.738
H -6.248 12.381 16.154
H -6.482 11.725 17.752
H -7.674 12.754 16.970
H -8.411 10.314 17.011
H -8.229 10.837 15.353
H -5.770 9.951 15.493
H -7.056 9.000 15.021
H -6.112 9.185 17.945
H -7.339 8.288 17.396
H -4.353 8.046 16.832
H -5.399 7.083 17.821
H -4.510 6.610 15.123
H -5.379 5.461 16.021
H -6.216 6.710 15.037
*
```

Properties
- Orbital gap: 8.98 eV